The following is a DFT calculation (the ωB97M-V functional and the def2-TZVPD basis) of a molecular structure, C32H36ErN9O3SSi.

```
83
Properties=species:S:1:pos:R:3:lowdin_charge:R:1
Er 0.081 -0.105 -0.003 1.293
N 1.231 2.524 -3.599 0.181
C 1.059 1.589 -2.643 -0.525
O 0.491 1.879 -1.587 -0.081
C 1.587 0.207 -2.924 -0.244
C 1.957 -0.494 -1.604 -0.299
H 0.829 3.437 -3.479 0.114
H 1.668 2.292 -4.471 0.103
H 2.400 0.282 -3.657 0.101
H 0.769 -0.335 -3.414 0.107
H 2.928 -0.074 -1.293 0.018
H 2.177 -1.543 -1.846 0.019
O -1.185 -1.032 1.727 -0.257
N -0.996 -2.233 2.112 0.004
N 0.009 -2.811 1.590 -0.219
O 0.810 -2.241 0.722 -0.226
C 0.286 -4.158 1.982 -0.161
C 1.342 -4.814 1.363 -0.013
C 1.646 -6.116 1.730 -0.081
C 0.904 -6.760 2.706 -0.095
C -0.155 -6.098 3.314 -0.083
C -0.471 -4.799 2.959 -0.019
H 1.902 -4.293 0.601 0.110
H 2.468 -6.626 1.245 0.103
H 1.148 -7.775 2.994 0.101
H -0.743 -6.598 4.073 0.103
H -1.293 -4.274 3.420 0.106
C -4.615 1.765 -3.594 -0.188
Si -4.924 -0.011 -3.034 0.517
C -5.980 -0.068 -1.471 -0.187
C -5.916 -0.865 -4.406 -0.198
C -3.332 -1.006 -2.830 -0.251
C -3.054 -2.114 -3.609 -0.085
C -1.892 -2.863 -3.407 -0.075
C -1.040 -2.471 -2.404 -0.147
N -1.262 -1.403 -1.633 -0.076
C -2.380 -0.659 -1.831 -0.755
S -2.544 0.717 -0.820 0.618
H -5.556 2.240 -3.885 0.026
H -3.939 1.800 -4.451 0.029
H -4.168 2.342 -2.787 0.000
H -6.988 0.305 -1.671 0.026
H -5.531 0.543 -0.690 0.000
H -6.065 -1.089 -1.094 0.032
H -6.869 -0.350 -4.549 0.026
H -6.142 -1.905 -4.158 0.029
H -5.392 -0.853 -5.365 0.028
H -3.747 -2.408 -4.390 0.092
H -1.670 -3.732 -4.011 0.097
H -0.131 -3.023 -2.186 0.113
N 3.967 0.012 2.572 0.067
C 3.465 1.043 3.329 -0.087
C 2.202 1.250 2.870 -0.130
N 1.923 0.361 1.859 0.003
C 3.007 -0.365 1.702 -0.183
H 4.884 -0.387 2.651 0.153
H 4.032 1.530 4.103 0.110
H 1.476 1.965 3.218 0.097
H 3.109 -1.169 0.991 0.119
N -2.682 5.437 4.588 0.167
C -2.712 6.700 5.127 -0.191
C -3.518 7.300 6.087 -0.025
C -3.254 8.623 6.380 -0.097
C -2.223 9.326 5.739 -0.097
C -1.425 8.729 4.785 -0.016
C -1.675 7.393 4.473 -0.226
N -1.051 6.561 3.571 0.178
C -1.667 5.412 3.662 -0.272
C -1.314 4.231 2.880 -0.128
C -1.947 3.000 3.036 0.013
C -1.530 1.925 2.272 -0.135
N -0.537 2.003 1.387 -0.029
C 0.053 3.190 1.218 -0.126
C -0.293 4.318 1.934 0.012
H -3.296 4.677 4.815 0.150
H -4.312 6.757 6.583 0.108
H -3.856 9.133 7.120 0.100
H -2.055 10.362 6.002 0.099
H -0.628 9.264 4.286 0.111
H -2.759 2.863 3.737 0.108
H -2.007 0.958 2.372 0.093
H 0.836 3.231 0.471 0.110
H 0.203 5.265 1.783 0.114
```

Properties
expectation value of S² = 3.7522
HOMO (spin up / spin down) = -6.90 / -6.90 eV
energy above the lowest of the compared OMol25 structures with the same formula, charge and spin = 4.7 kcal per mole
spin multiplicity = 4



The following is a DFT calculation (the ωB97M-V functional and the def2-TZVPD basis) of C2Cl2F2S in the gas phase in a non-equilibrium geometry.

```
7
Properties=species:S:1:pos:R:3:lowdin_charge:R:1
C 0.114 0.466 0.391 -0.523
C 1.060 -0.338 -0.060 -0.780
F -0.026 1.727 0.281 0.059
F 0.916 -1.705 -0.064 -0.046
S -1.861 -0.326 0.813 0.461
Cl 2.656 0.071 -0.502 0.718
Cl -2.859 0.105 -0.859 0.111
```

Properties
expectation value of S² = 2.0111
HOMO (spin up / spin down) = -6.81 / -9.46 eV
energy above the lowest of the compared OMol25 structures with the same formula, charge and spin = 24.1 kcal per mole
spin multiplicity = 3



The following is a DFT calculation (the ωB97M-V functional and the def2-TZVPD basis) of a molecular structure, C12H29F2NO4S4Zr in a non-equilibrium geometry.

```
53
Properties=species:S:1:pos:R:3:lowdin_charge:R:1
Zr 0.584 -0.022 -1.778 1.711
F -1.501 0.637 -1.966 -0.560
F 0.109 -0.013 0.354 -0.514
N -2.639 0.406 1.615 0.020
C -3.674 0.805 0.816 -0.166
C -4.760 1.282 1.606 -0.080
C -4.331 1.010 2.906 -0.149
C -3.056 0.503 2.906 -0.153
H -1.762 0.095 1.223 0.099
H -3.573 0.904 -0.255 0.094
H -5.727 1.655 1.299 0.089
H -4.904 1.007 3.821 0.092
H -2.529 0.154 3.781 0.103
C 4.094 -2.586 0.090 -0.199
S 2.567 -2.967 -0.889 0.979
O 1.855 -1.609 -1.108 -0.753
C 3.384 -3.433 -2.513 -0.190
H 4.812 -2.042 -0.524 0.068
H 4.539 -3.503 0.476 0.068
H 3.837 -1.876 0.875 0.014
H 3.908 -2.544 -2.863 0.063
H 2.574 -3.695 -3.193 0.048
H 3.987 -4.310 -2.278 0.063
C -1.636 -3.626 -2.816 -0.229
S -1.398 -3.103 -1.044 0.945
O -0.622 -1.823 -1.260 -0.759
C -3.212 -2.666 -0.661 -0.182
H -2.095 -4.603 -2.968 0.057
H -0.635 -3.739 -3.234 0.032
H -2.093 -2.873 -3.458 0.064
H -3.885 -3.507 -0.493 0.056
H -3.594 -2.220 -1.580 0.053
H -3.274 -2.061 0.243 0.038
C -1.406 3.537 -0.394 -0.179
S 0.457 3.167 -0.477 0.948
O 0.827 2.087 -1.456 -0.726
C 1.110 4.759 -1.167 -0.210
H -1.961 3.825 -1.287 0.068
H -1.489 4.402 0.264 0.051
H -1.977 2.781 0.144 0.025
H 0.785 5.563 -0.506 0.057
H 0.976 5.056 -2.207 0.068
H 2.186 4.674 -1.015 0.044
C 2.393 -0.230 2.524 -0.239
S 3.262 0.882 1.307 0.872
O 2.693 0.737 -0.064 -0.624
C 2.666 2.428 2.100 -0.255
H 1.403 0.048 2.886 0.053
H 3.041 -0.348 3.392 0.056
H 2.188 -1.177 2.024 0.030
H 3.139 2.609 3.065 0.062
H 1.612 2.317 2.354 0.042
H 2.746 3.246 1.385 0.031
```

Properties
total charge = +1
expectation value of S² = 0.7512
HOMO (spin up / spin down) = -8.70 / -9.57 eV
spin multiplicity = 2



The following is a DFT calculation (the ωB97M-V functional and the def2-TZVPD basis) of 2 unconnected molecules or ions with the total composition C10H15ClSi in a non-equilibrium geometry.

```
27
Properties=species:S:1:pos:R:3:lowdin_charge:R:1
C -3.340 -2.176 -0.110 -0.104
C -3.213 -1.070 -0.940 -0.103
C -2.388 -2.540 0.806 -0.074
C -2.047 -0.370 -0.989 -0.128
C -1.205 -1.729 0.830 -0.080
C -1.021 -0.687 -0.097 -0.289
C 0.021 2.881 0.753 -0.109
C 2.449 2.310 0.491 -0.151
C 1.904 -0.737 -1.256 -0.283
C 1.048 1.705 0.861 -0.470
Si 0.690 0.177 -0.280 1.016
Cl 3.697 -3.062 -0.303 -0.315
H -4.144 -3.004 -0.292 0.144
H -3.936 -0.993 -1.696 0.091
H -2.320 -3.435 1.502 0.131
H -1.859 0.260 -1.923 0.132
H -0.421 -1.960 1.526 0.096
H 0.184 3.544 1.602 0.080
H 0.293 3.296 -0.209 0.067
H -0.964 2.347 0.823 0.077
H 3.204 1.568 0.620 0.050
H 2.826 3.168 1.084 0.086
H 2.457 2.591 -0.639 0.106
H 2.737 -0.292 -1.622 -0.028
H 2.619 -1.543 -0.517 -0.103
H 1.559 -1.564 -1.921 0.051
H 1.172 1.315 1.895 0.109
```

Properties
HOMO = -8.18 eV
energy above the lowest of the compared OMol25 structures with the same formula, charge and spin = 116.3 kcal per mole
spin multiplicity = 1



The following is a DFT calculation (the ωB97M-V functional and the def2-TZVPD basis) of a molecular structure, C49H53AsIrN2OP2Si2 in a non-equilibrium geometry.

```
111
Properties=species:S:1:pos:R:3:lowdin_charge:R:1
Ir -0.081 -0.746 -0.484 1.236
C 1.339 -3.214 -3.125 -0.155
Si 0.940 -1.467 -3.605 0.376
C 2.140 -0.785 -4.836 -0.148
C -0.781 -1.306 -4.273 -0.173
N 0.982 -0.513 -2.078 -0.414
P 1.760 0.869 -1.624 0.701
C 1.563 1.006 0.073 -0.254
P 1.695 -0.065 1.409 0.723
N 1.008 -1.474 0.909 -0.387
Si 0.778 -3.180 1.413 0.391
C 2.379 -4.044 1.087 -0.156
C 0.296 -3.371 3.191 -0.159
C -0.620 -3.797 0.315 -0.157
C 0.791 0.619 2.807 -0.302
C -0.337 -0.005 3.327 -0.106
C -0.952 0.506 4.463 -0.066
C -0.444 1.644 5.069 -0.065
C 0.675 2.280 4.542 -0.056
C 1.296 1.768 3.416 -0.063
C 3.371 -0.220 2.000 -0.296
C 3.587 -0.937 3.182 -0.077
C 4.872 -1.091 3.671 -0.051
C 5.942 -0.515 2.995 -0.046
C 5.730 0.210 1.832 -0.050
C 4.445 0.357 1.328 -0.063
C 0.961 2.277 -2.394 -0.294
C -0.181 2.792 -1.777 -0.091
C -0.896 3.807 -2.387 -0.064
C -0.466 4.328 -3.603 -0.052
C 0.666 3.819 -4.220 -0.052
C 1.374 2.782 -3.625 -0.082
C 3.499 0.801 -2.025 -0.327
C 4.117 -0.449 -1.914 -0.110
C 5.479 -0.566 -2.122 -0.056
C 6.230 0.563 -2.433 -0.046
C 5.623 1.807 -2.529 -0.048
C 4.257 1.933 -2.318 -0.069
H 0.904 -3.914 -3.844 0.049
H 0.947 -3.465 -2.136 0.002
H 2.419 -3.386 -3.117 0.041
H 2.067 -1.394 -5.742 0.054
H 3.176 -0.817 -4.497 0.032
H 1.898 0.243 -5.117 0.031
H -0.832 -1.733 -5.279 0.051
H -1.064 -0.251 -4.340 0.020
H -1.517 -1.832 -3.657 0.032
H 3.172 -3.642 1.724 0.034
H 2.690 -3.936 0.045 0.031
H 2.284 -5.112 1.305 0.050
H 0.989 -2.885 3.881 0.032
H 0.306 -4.440 3.424 0.054
H -0.706 -2.994 3.404 0.022
H -0.854 -3.116 -0.517 -0.010
H -1.541 -3.921 0.889 0.025
H -0.376 -4.761 -0.138 0.051
H -0.728 -0.886 2.841 0.057
H -1.821 0.012 4.882 0.112
H -0.914 2.034 5.964 0.116
H 1.069 3.169 5.018 0.115
H 2.180 2.253 3.016 0.118
H 2.748 -1.355 3.728 0.102
H 5.042 -1.650 4.582 0.117
H 6.946 -0.622 3.386 0.118
H 6.564 0.662 1.312 0.115
H 4.281 0.936 0.428 0.089
H -0.490 2.400 -0.814 0.072
H -1.787 4.203 -1.915 0.108
H -1.018 5.132 -4.072 0.116
H 1.002 4.227 -5.164 0.117
H 2.243 2.373 -4.125 0.099
H 3.526 -1.325 -1.666 0.103
H 5.960 -1.532 -2.036 0.118
H 7.297 0.472 -2.594 0.118
H 6.214 2.682 -2.768 0.118
H 3.793 2.910 -2.368 0.112
O -1.496 0.116 0.572 -0.624
As -3.185 0.402 0.574 1.285
C -3.628 1.198 -1.082 -0.320
C -4.411 2.347 -1.114 -0.074
C -4.730 2.913 -2.341 -0.053
C -4.271 2.329 -3.514 -0.044
C -3.486 1.181 -3.475 -0.056
C -3.160 0.612 -2.256 -0.113
C -4.039 -1.272 0.807 -0.310
C -3.708 -2.013 1.944 -0.106
C -4.216 -3.292 2.090 -0.064
C -5.037 -3.828 1.103 -0.045
C -5.361 -3.089 -0.026 -0.049
C -4.862 -1.802 -0.181 -0.073
C -3.455 1.582 2.016 -0.322
C -2.618 2.695 2.108 -0.085
C -2.752 3.546 3.191 -0.059
C -3.708 3.282 4.167 -0.050
C -4.530 2.168 4.072 -0.053
C -4.406 1.305 2.993 -0.081
H -4.770 2.795 -0.196 0.111
H -5.343 3.803 -2.382 0.119
H -4.529 2.768 -4.469 0.120
H -3.144 0.727 -4.397 0.107
H -2.549 -0.284 -2.222 0.072
H -3.065 -1.587 2.707 0.099
H -3.979 -3.873 2.972 0.118
H -5.429 -4.830 1.218 0.119
H -6.005 -3.512 -0.786 0.118
H -5.121 -1.218 -1.055 0.107
H -1.868 2.889 1.350 0.109
H -2.112 4.414 3.277 0.119
H -3.813 3.954 5.010 0.119
H -5.272 1.972 4.835 0.118
H -5.050 0.438 2.908 0.109
```

Properties
total charge = +2
expectation value of S² = 0.7827
HOMO (spin up / spin down) = -13.05 / -13.25 eV
energy above the lowest of the compared OMol25 structures with the same formula, charge and spin = 14.0 kcal per mole
spin multiplicity = 2



The following is a DFT calculation (the ωB97M-V functional and the def2-TZVPD basis) of a molecular structure, C2H12CdO11 in a non-equilibrium geometry.

```
26
Properties=species:S:1:pos:R:3:lowdin_charge:R:1
Cd -0.149 0.071 0.057 1.521
C 1.475 2.310 -0.063 -0.837
O 1.875 1.272 -0.639 -0.088
O 1.863 3.555 -0.397 0.127
O 0.629 2.171 0.833 -0.088
H 2.239 3.524 -1.248 0.082
C -1.351 -2.160 0.292 -0.850
O -0.433 -1.946 1.126 -0.098
O -1.898 -3.340 0.116 0.151
O -1.899 -1.183 -0.270 -0.091
H -1.467 -3.996 0.644 0.108
O 1.635 -0.415 1.830 -0.083
H 2.154 0.294 2.223 0.061
H 2.234 -0.724 1.167 0.000
O -1.702 0.831 1.830 -0.057
H -2.327 1.452 2.083 0.020
H -1.664 0.168 2.522 0.063
O -1.843 1.549 -0.807 -0.065
H -2.802 1.492 -0.625 0.083
H -1.644 2.354 -0.441 -0.009
O 1.543 -1.607 -0.674 -0.076
H 1.548 -2.427 -0.196 0.054
H 2.155 -1.851 -1.352 0.064
O -0.066 -0.177 -2.363 -0.077
H 0.048 -0.052 -3.256 0.012
H -0.152 -1.165 -2.393 0.072
```

Properties
HOMO = -8.71 eV
spin multiplicity = 1



Molar mass: 822.113; 164.991; 508.855; 198.769; 1071.235; 324.519 (g/mol)
E: -3662.43934; -1594.31567; -2669.60238; -1139.60871; -5685.10973; -1078.85710 (hartree)